1.
A 40-piece molecular cluster, H80O40 overall at a distorted geometry, computed with ωB97M-V/def2-TZVPD.

Its net charge is 0. The value obtained for the energy relative to the best compared isomer or geometry (same formula, charge and spin) is 218.4 kcal/mol. The value obtained for the HOMO energy is -9.80 eV. The total energy is -83196.3465 eV. Its orbital gap is 0.32296 hartree. Its spin multiplicity is 1.

Each line ends with the Mulliken charge.
Element x y z (Å)
1 H -2.793 0.737 -2.838  0.30
2 H -3.746 0.751 -1.710  0.21
3 O -2.797 0.627 -1.865  -0.36
4 H -1.739 -3.732 0.686  0.16
5 H -3.064 -3.032 0.310  0.25
6 O -2.256 -2.914 0.860  -0.56
7 H 4.255 2.235 0.763  0.40
8 H 5.677 2.759 1.045  0.31
9 O 5.039 2.706 0.326  -0.63
10 H -1.204 2.364 -1.284  0.49
11 H -0.693 2.344 -2.953  0.23
12 O -0.870 2.764 -2.123  -0.45
13 H 2.354 -1.574 -0.903  0.20
14 H 3.315 -0.848 -1.829  0.16
15 O 3.284 -1.588 -1.221  -0.36
16 H 2.209 -0.997 -4.654  0.30
17 O 2.825 -1.270 -5.345  -0.69
18 H -1.136 5.695 2.833  0.30
19 O -1.384 5.233 3.638  -0.68
20 H 1.551 4.241 3.284  0.31
21 H 1.427 3.789 4.630  0.38
22 O 0.834 4.186 3.968  -0.61
23 H -1.086 2.676 0.631  0.31
24 H -1.518 1.262 0.207  0.29
25 O -1.881 2.165 0.297  -0.76
26 H 0.641 -0.934 0.844  -0.15
27 H 2.119 -0.998 1.331  0.15
28 O 1.419 -1.518 0.913  0.38
29 H -1.585 4.368 1.860  0.42
30 H -0.594 4.656 0.521  0.30
31 O -0.740 4.217 1.383  -0.64
32 H -2.470 2.429 -5.316  0.21
33 O -2.571 2.180 -4.401  -0.43
34 H -3.206 -2.394 2.482  0.27
35 H -3.970 -1.974 3.636  0.35
36 O -2.991 -1.902 3.322  -0.58
37 H -2.635 -0.854 -2.306  0.40
38 H -1.762 -1.948 -1.802  0.35
39 O -2.096 -1.638 -2.659  -0.73
40 H 0.787 -2.714 5.363  0.30
41 H -0.445 -3.203 6.078  0.54
42 O 0.430 -2.739 6.249  -0.75
43 H 6.077 0.273 -2.787  0.31
44 H 5.830 1.763 -2.330  0.32
45 O 6.145 1.197 -3.046  -0.65
46 H 0.668 1.670 5.279  0.24
47 H 0.198 2.067 6.617  0.34
48 O 1.028 1.931 6.150  -0.62
49 H 4.228 -2.616 -0.337  0.35
50 H 4.064 -4.114 0.436  0.29
51 O 4.459 -3.214 0.405  -0.69
52 H 0.706 -4.327 3.460  0.36
53 O 0.233 -3.493 3.321  -0.46
54 H 1.768 -4.738 -2.202  0.37
55 H 2.717 -4.120 -1.327  0.20
56 O 2.252 -4.975 -1.375  -0.64
57 H 2.121 -1.069 4.631  0.23
58 O 2.577 -0.230 4.654  -0.55
59 H -1.693 -1.081 1.745  -0.01
60 H -1.379 0.295 2.418  0.47
61 O -0.960 -0.482 1.939  -0.40
62 H -0.306 -6.206 -1.105  0.26
63 H -0.684 -4.999 -1.981  0.22
64 O -0.948 -5.504 -1.217  -0.51
65 H -1.539 2.237 2.229  0.15
66 H -0.606 1.778 3.442  0.20
67 O -1.543 1.877 3.131  -0.71
68 H -3.431 4.341 -2.672  0.19
69 H -2.307 5.484 -2.823  0.24
70 O -2.590 4.696 -2.363  -0.52
71 H -0.936 3.980 -5.899  0.27
72 H -0.733 4.608 -4.452  0.31
73 O -0.341 4.065 -5.142  -0.61
74 H 3.257 -2.553 2.113  0.30
75 H 2.358 -2.952 3.241  0.35
76 O 3.332 -2.809 3.062  -0.70
77 H 3.178 -2.826 -4.340  0.26
78 H 4.350 -2.980 -3.342  0.22
79 O 3.399 -2.953 -3.411  -0.35
80 H -2.134 -4.850 -3.067  0.28
81 H -2.641 -6.076 -2.780  0.34
82 O -3.022 -5.208 -2.984  -0.58
83 H -5.541 2.379 -0.156  0.34
84 H -4.186 2.498 -0.856  0.24
85 O -5.120 2.674 -0.969  -0.69
86 H -3.288 1.864 1.392  0.38
87 H -4.177 0.598 1.779  0.30
88 O -4.170 1.550 1.683  -0.60
89 H -5.739 -0.845 -3.177  0.26
90 O -4.892 -1.129 -2.814  -0.54
91 H 2.522 1.459 0.068  0.34
92 H 1.732 1.670 1.446  0.19
93 O 2.559 1.372 1.031  -0.65
94 H -0.140 -3.610 2.449  0.05
95 H 2.904 -0.494 -5.932  0.30
96 H 3.325 -0.424 4.063  0.32
97 H -0.456 5.187 4.028  0.38
98 H -3.481 2.396 -4.150  0.25
99 H -4.569 -2.055 -2.903  0.29
100 O -1.593 -3.792 5.056  -0.84
101 H -0.755 -3.968 4.547  0.45
102 H -1.943 -3.013 4.569  0.45
103 O 2.475 5.019 1.963  -0.62
104 H 2.665 4.317 1.322  0.31
105 H 3.303 5.534 1.943  0.27
106 O 1.022 -4.964 1.127  -0.54
107 H 1.115 -5.489 0.288  0.16
108 H 0.919 -4.085 0.738  0.31
109 O -1.182 5.767 -0.548  -0.60
110 H -1.637 6.593 -0.765  0.29
111 H -1.071 5.431 -1.480  0.29
112 O 0.092 -0.138 -3.210  -0.55
113 H 0.464 0.696 -3.482  0.21
114 H -0.822 -0.018 -2.950  0.21
115 O 0.740 -3.991 -3.925  -0.65
116 H -0.116 -3.686 -3.576  0.32
117 H 1.260 -3.201 -4.223  0.30
118 O 1.398 1.586 -1.672  -0.47
119 H 1.848 1.105 -2.351  0.15
120 H 0.452 1.707 -1.891  0.44

Forces on the atoms, in the same order (eV/Å):
H 0.31 0.40 0.27
H -0.11 -0.21 0.43
O -0.84 0.74 -0.71
H -0.41 0.49 0.09
H 0.83 0.02 0.39
O -0.53 -0.82 -1.04
H 1.35 0.78 -0.72
H 0.12 0.00 -0.10
O -1.50 -0.80 0.88
H -0.49 -0.31 -1.44
H -0.94 -0.69 -0.31
O 0.76 1.44 1.19
H 0.62 -0.09 0.38
H 0.28 -0.06 -0.28
O -1.05 0.78 0.21
H 0.00 0.10 -0.01
O -0.24 0.86 -0.53
H -0.22 0.43 -0.06
O 0.65 1.03 0.76
H -1.17 0.75 -0.15
H -0.82 0.02 0.82
O 2.77 -1.24 -0.08
H -0.88 0.58 -0.08
H -0.52 -0.09 0.20
O 1.63 -0.65 -0.17
H 0.24 -0.16 0.60
H -0.25 0.23 -0.07
O -0.14 -0.22 -0.66
H 0.72 0.27 -0.77
H -1.10 0.38 0.91
O 0.97 -1.46 -0.01
H -0.09 -0.03 -0.38
O -0.41 -0.32 0.59
H 1.40 0.34 0.74
H 2.50 0.64 0.20
O -4.10 -0.98 -0.59
H 0.58 -1.35 -0.58
H 0.22 -0.23 -0.30
O -0.61 0.13 1.07
H 0.25 0.20 -0.22
H 0.91 0.82 0.49
O -0.61 -0.50 0.34
H -0.04 0.24 0.36
H 0.07 -0.43 0.15
O -0.07 0.21 -0.38
H 0.78 -0.11 0.54
H 0.05 0.16 0.46
O -0.75 0.03 -0.88
H -0.37 -0.99 0.28
H 0.23 1.27 -0.60
O 0.27 -0.56 0.69
H 0.20 -0.04 -0.34
O 1.05 -0.21 0.19
H 0.26 -0.71 0.25
H 0.31 -0.36 0.44
O -0.55 1.08 -1.16
H -0.31 -0.25 0.26
O 0.49 0.24 -0.65
H 0.25 -0.06 0.17
H 0.45 -0.97 -0.22
O -0.56 1.09 -0.27
H 0.31 -0.10 -0.12
H 0.66 0.02 -0.09
O -0.54 -0.02 0.53
H 0.42 0.16 0.82
H -1.20 0.71 -0.63
O 0.92 -0.68 0.45
H 0.13 0.60 -0.27
H -0.96 0.18 -0.67
O -0.29 -0.35 0.09
H 0.06 0.46 0.49
H -0.36 -0.17 -0.24
O 0.46 -0.36 -0.28
H 0.79 -0.55 0.63
H 1.42 0.14 -0.04
O -2.12 0.29 -0.60
H 0.78 -0.03 -0.12
H 0.39 0.00 -0.14
O -0.75 -0.46 -0.05
H -0.38 1.27 -0.46
H -1.15 -0.51 0.29
O 0.89 -0.62 -0.15
H 0.26 -0.03 0.26
H 0.33 0.15 0.52
O -0.26 -0.04 -0.78
H -0.67 -0.67 0.17
H 0.45 -0.13 0.10
O -0.34 0.64 -0.31
H 0.17 -1.20 -0.15
O 0.88 0.26 0.60
H -0.94 0.06 -0.03
H 0.37 -0.06 -0.60
O 0.39 0.03 0.58
H -0.10 0.09 -0.30
H -0.04 -0.64 0.31
H -0.19 0.11 0.29
H -1.56 -0.57 -0.31
H 0.23 0.03 -0.26
H -1.14 1.02 -0.49
O -0.16 -0.19 -0.56
H -1.60 0.27 0.40
H 0.10 -0.56 0.35
O 0.94 0.05 -0.54
H -0.13 0.04 0.01
H -0.55 -0.20 0.21
O -0.36 -0.54 -1.14
H 0.25 0.67 1.20
H 0.39 0.19 0.14
O 0.41 0.86 -2.58
H 0.03 0.03 0.80
H 0.11 -0.29 1.86
O 0.71 -0.71 -0.54
H -0.31 0.30 -0.32
H -0.25 -0.24 -0.08
O 0.11 0.48 0.08
H 0.62 0.55 -0.60
H -1.12 -0.97 0.64
O 0.64 0.55 1.17
H 0.17 -0.42 -0.38
H 0.81 0.23 0.26

2.
An isolated molecule of C6H9N3O3 at a distorted geometry, computed with ωB97M-V/def2-TZVPD.

Its net charge is 0. The SMILES is Cc1cnn(O)c1[C@@H](N)C(=O)O. The value obtained for the energy relative to the best compared isomer or geometry (same formula, charge and spin) is 173.5 kcal/mol. The value obtained for the HOMO energy is -8.80 eV. The total energy is -16973.1654 eV. Its orbital gap is 0.32824 hartree. Its spin multiplicity is 1.

Each line ends with the Mulliken charge.
Element x y z (Å)
1 C 0.035 2.329 0.207  -0.91
2 C 0.851 1.070 -0.367  0.67
3 C 2.368 1.078 -0.176  -0.41
4 N 2.841 -0.205 -0.143  -0.72
5 N 1.660 -0.887 -0.518  0.62
6 O 1.693 -2.279 -0.592  -0.57
7 C 0.407 -0.240 -0.447  -0.28
8 C -0.956 -1.142 -0.220  -0.08
9 N -1.025 -1.249 1.311  -0.79
10 C -2.243 -0.189 -0.635  0.57
11 O -2.165 0.426 -1.704  -0.55
12 O -3.302 -0.358 0.051  -0.49
13 H -0.584 2.995 -0.636  0.24
14 H 0.809 3.112 0.734  0.31
15 H -0.890 1.987 0.975  0.17
16 H 3.351 1.636 0.229  0.31
17 H 1.790 -2.769 -1.639  0.36
18 H -0.610 -2.033 -0.718  0.46
19 H -0.884 -0.277 1.839  0.30
20 H -0.024 -1.744 1.732  0.35
21 H -3.119 -1.261 0.716  0.46

Forces on the atoms, in the same order (eV/Å):
C -1.38 1.26 -0.46
C 0.39 3.21 2.76
C 1.24 -2.65 1.56
N -4.27 0.73 -2.40
N 0.16 -2.06 0.18
O 0.35 -1.95 -2.94
C 2.20 -0.03 -0.56
C 2.53 5.37 2.40
N 3.64 -0.37 1.90
C 3.70 -1.50 -5.00
O -0.36 -0.64 2.90
O -1.13 -3.66 3.90
H 1.80 -1.93 2.03
H -2.13 -2.17 -1.13
H 2.79 0.90 -1.85
H -3.27 0.23 -1.18
H -0.22 3.09 4.07
H -1.22 -0.70 -0.03
H -0.66 -2.26 -2.12
H -3.73 1.34 -1.89
H -0.42 3.80 -2.14

3.
An isolated molecule of C6H12O at a distorted geometry, computed with ωB97M-V/def2-TZVPD.

Its net charge is 0. The SMILES is C/C=C/CCCO. The value obtained for the energy relative to the best compared isomer or geometry (same formula, charge and spin) is 36.8 kcal/mol. The value obtained for the HOMO energy is -9.23 eV. The total energy is -8462.7577 eV. Its orbital gap is 0.37574 hartree. Its spin multiplicity is 1.

Each line ends with the Mulliken charge.
Element x y z (Å)
1 C -1.191 -2.587 -1.323  -1.13
2 C -0.644 -1.268 -0.750  -0.03
3 C -1.347 -0.463 0.022  -0.33
4 C -0.711 0.851 0.497  -0.65
5 C 0.680 0.730 1.181  -0.43
6 C 1.775 1.431 0.423  -0.66
7 O 1.899 2.824 0.701  -0.52
8 H -1.596 -3.177 -0.499  0.29
9 H -2.028 -2.499 -2.014  0.28
10 H -0.359 -3.159 -1.751  0.31
11 H 0.394 -1.142 -1.014  0.22
12 H -2.394 -0.605 0.288  0.33
13 H -0.604 1.431 -0.422  0.28
14 H -1.454 1.317 1.165  0.35
15 H 0.605 1.168 2.192  0.31
16 H 1.011 -0.304 1.341  0.38
17 H 2.756 1.012 0.681  0.30
18 H 1.676 1.175 -0.650  0.36
19 H 1.534 3.265 -0.068  0.32

Forces on the atoms, in the same order (eV/Å):
C 0.31 0.16 0.88
C -1.18 -2.01 -0.76
C 0.98 1.20 0.24
C -0.52 -0.78 0.36
C -0.63 0.21 0.66
C 1.28 -0.63 -0.08
O -0.50 -0.26 -0.63
H 0.10 -0.14 0.05
H 0.26 0.28 -0.32
H -0.40 0.04 -0.17
H 0.22 0.67 0.21
H 0.22 -0.33 -0.22
H -0.09 0.47 0.25
H 0.52 0.21 -0.34
H 0.20 -0.10 -0.37
H -0.41 0.03 -0.24
H -0.19 -0.10 0.23
H -0.10 0.60 0.20
H -0.07 0.46 0.06

4.
A 4-piece molecular cluster, C14H20F6N2O9PS overall at a distorted geometry, computed with ωB97M-V/def2-TZVPD.

Its net charge is +1. The value obtained for the energy relative to the best compared isomer or geometry (same formula, charge and spin) is 105.9 kcal/mol. The value obtained for the HOMO energy is -11.57 eV. The total energy is -72668.9577 eV. Its orbital gap is 0.29843 hartree. Its spin multiplicity is 1.

Each line ends with the Mulliken charge.
Element x y z (Å)
1 F -4.542 3.943 -0.417  -0.24
2 C -3.414 4.059 -1.414  0.79
3 F -3.201 5.532 -1.670  -0.22
4 F -3.813 3.495 -2.751  -0.25
5 C -2.026 3.344 -0.880  -0.34
6 C -1.702 3.677 0.726  -0.72
7 N -0.246 3.293 0.930  -0.33
8 C 0.002 1.816 0.726  0.00
9 P 1.909 1.649 0.365  0.11
10 S 2.306 3.138 -0.883  -0.36
11 C -0.751 1.153 -0.570  -0.26
12 N -2.037 1.833 -0.986  -0.15
13 H -1.145 3.859 -1.479  0.29
14 H -1.770 4.851 0.857  0.39
15 H -2.420 3.117 1.462  0.31
16 H -0.033 3.539 1.943  0.29
17 H -0.262 1.281 1.757  0.39
18 H 2.177 0.438 -0.423  0.03
19 H 2.713 1.736 1.559  0.20
20 H -1.056 0.046 -0.244  -0.05
21 H 0.001 0.993 -1.483  0.09
22 H -2.877 1.386 -0.510  0.53
23 H -2.168 1.612 -2.018  0.51
24 C 0.301 -4.021 -0.119  -0.46
25 C -0.219 -2.697 -0.567  0.55
26 O 0.355 -1.791 0.347  -0.07
27 C 1.530 -2.367 0.727  0.56
28 O 2.433 -1.771 1.291  -0.59
29 O 1.578 -3.692 0.390  -0.33
30 F -1.563 -2.639 -0.438  -0.33
31 H -0.304 -4.466 0.678  0.23
32 H 0.380 -4.737 -0.942  0.35
33 H 0.071 -2.424 -1.588  0.20
34 C -1.382 -2.258 4.433  -0.41
35 C -0.503 -3.027 5.359  0.30
36 O -0.501 -4.325 4.809  -0.30
37 C -0.688 -4.143 3.471  0.66
38 O -0.474 -4.998 2.628  -0.58
39 O -1.139 -2.883 3.189  -0.25
40 F -1.044 -3.090 6.597  -0.29
41 H -2.445 -2.349 4.684  0.29
42 H -1.120 -1.197 4.397  0.24
43 H 0.523 -2.651 5.420  0.30
44 C 3.100 1.082 -3.670  -0.40
45 C 3.618 -0.101 -4.415  0.28
46 O 2.770 -1.148 -4.002  -0.27
47 C 1.582 -0.547 -3.710  0.66
48 O 0.526 -1.145 -3.583  -0.60
49 O 1.716 0.808 -3.584  -0.23
50 F 4.880 -0.398 -4.031  -0.29
51 H 3.518 1.163 -2.661  0.22
52 H 3.282 2.020 -4.201  0.25
53 H 3.574 0.001 -5.505  0.32

Forces on the atoms, in the same order (eV/Å):
F 3.88 0.20 -3.72
C -1.56 1.68 -1.01
F -0.66 -5.42 1.18
F 1.10 1.57 4.70
C 0.09 2.62 1.72
C 0.12 0.66 -0.90
N -1.45 -0.56 0.79
C -0.63 -0.51 1.48
P 0.16 1.30 -2.10
S 0.04 -0.57 0.55
C 1.89 -2.48 1.27
N -0.94 -0.04 -2.12
H -1.73 -1.54 0.98
H -0.04 -2.55 -0.19
H 0.94 1.03 -1.54
H -0.13 -0.47 -1.79
H 0.31 0.51 -2.42
H -0.49 0.51 1.53
H -0.82 -0.65 -0.44
H 0.63 2.52 -0.75
H -1.87 0.95 1.76
H 1.21 0.95 -0.39
H 0.06 0.11 1.32
C -0.51 -1.36 -0.43
C -0.55 -0.31 -0.58
O 0.74 0.03 0.01
C 2.51 0.10 1.45
O -2.08 -0.96 -1.16
O 0.29 1.79 0.47
F -0.43 0.34 -0.07
H 0.01 0.28 -0.21
H 0.23 0.18 0.13
H -0.23 0.10 0.05
C -0.59 1.16 -0.05
C -0.03 -0.14 1.10
O 0.09 0.44 -1.15
C 0.38 -2.20 -1.82
O -0.60 2.00 2.04
O 0.48 -0.94 -0.14
F 0.15 0.04 0.09
H 0.19 -0.12 0.19
H 0.02 -0.20 -0.16
H -0.09 -0.09 0.16
C 0.65 1.27 0.18
C 1.11 -0.20 -0.16
O -1.27 0.54 0.03
C -1.78 -1.10 0.19
O 1.95 1.30 0.11
O -0.73 -1.31 -0.06
F 0.00 -0.05 -0.16
H 0.09 -0.11 -0.20
H -0.23 -0.15 0.14
H 0.15 -0.14 0.10

Result set for LUMO: -1.01; 0.13; 0.99; -3.45 eV, one per record in the order listed.